No. 1
{"formula": "C3H9ClNO", "method": "ωB97M-V with the def2-TZVPD basis set", "homo_energy_ev": -14.34, "total_charge": 1, "total_energy_ev": -19308.28156, "gap_ev": 10.74, "species": ["C", "O", "C", "Cl", "C", "N", "H", "H", "H", "H", "H", "H", "H", "H", "H"], "xyz": [[0.57721, 2.40310, 0.04771], [0.43169, 1.03401, 0.63602], [0.84808, 0.01858, -0.14149], [1.85277, -1.07893, 0.82414], [-0.64673, -0.99068, -0.67026], [-1.00255, -1.81583, 0.47715], [1.47402, 2.36184, -0.41658], [0.54303, 3.15713, 0.85174], [-0.24906, 2.52113, -0.55783], [1.36434, 0.36817, -1.09035], [-1.36910, -0.29169, -1.05103], [-0.37730, -1.57848, -1.51782], [-0.24750, -1.98219, 1.13650], [-1.59203, -2.69617, 0.29620], [-1.60687, -1.43001, 1.17590]], "lowdin_charge": [0.04, -0.22, -0.66, 0.72, -0.06, 0.12, 0.06, 0.12, 0.07, 0.13, 0.11, 0.10, 0.09, 0.22, 0.16]}

=====

No. 2
{"formula": "C19H19Cl2CrN4O7S", "method": "ωB97M-V with the def2-TZVPD basis set", "multiplicity": 5, "homo_energy_ev": [-4.56, -5.77], "s_squared": 6.01, "total_charge": -1, "total_energy_ev": -104610.58148, "gap_ev": [7.11, 8.32], "species": ["Cr", "O", "C", "O", "C", "C", "C", "C", "C", "O", "C", "C", "O", "O", "H", "H", "H", "H", "H", "H", "H", "H", "N", "C", "C", "C", "C", "C", "C", "S", "O", "O", "N", "C", "N", "C", "C", "C", "N", "H", "H", "H", "H", "H", "H", "H", "H", "H", "Cl", "C", "Cl", "H", "H"], "xyz": [[-0.87766, -1.88382, 0.01997], [0.53754, -5.09882, -2.13593], [0.28304, -3.94162, -1.83783], [-0.56406, -3.57622, -0.96713], [0.94524, -2.81862, -2.68833], [-0.13866, -1.87972, -3.25323], [0.45474, -1.07942, -4.42983], [1.32674, -0.06072, -3.67283], [1.08154, -0.49342, -2.21623], [-0.28136, -0.89052, -2.24593], [1.84864, -1.80322, -1.95243], [2.06654, -1.99972, -0.41963], [3.21114, -2.20032, -0.03853], [1.05724, -1.83212, 0.32857], [1.48844, -3.33012, -3.48603], [-1.09996, -2.35572, -3.45173], [-0.33606, -0.58352, -4.99243], [1.02144, -1.71372, -5.10843], [0.96444, 0.95378, -3.82703], [2.37954, -0.10832, -3.94153], [1.23324, 0.27748, -1.46273], [2.84914, -1.78132, -2.39443], [2.13074, 5.51868, 2.32697], [1.28064, 4.46108, 2.04637], [1.47124, 3.69148, 0.89677], [0.55404, 2.71838, 0.55257], [-0.54746, 2.50048, 1.35467], [-0.74696, 3.24158, 2.50327], [0.16724, 4.21518, 2.85547], [-1.78786, 1.33708, 0.81657], [-3.01276, 1.65338, 1.51237], [-1.85296, 1.44148, -0.63343], [-1.35656, -0.19332, 1.07297], [-1.09136, -0.64752, 2.30467], [-0.66736, 0.15158, 3.27457], [-0.12276, -0.46842, 4.33247], [-0.03636, -1.84082, 4.43287], [-0.69106, -2.57932, 3.44987], [-1.24166, -1.98932, 2.39307], [3.04464, 5.47228, 1.90347], [2.13844, 5.82318, 3.28717], [2.33904, 3.87168, 0.27857], [0.66124, 2.13478, -0.34723], [-1.62766, 3.04598, 3.09457], [0.02224, 4.80058, 3.75507], [0.27264, 0.19318, 5.09297], [0.46514, -2.31952, 5.25787], [-0.77836, -3.65542, 3.49167], [-5.25476, -0.30152, -1.32293], [-3.59236, -0.81452, -1.54663], [-3.16346, -2.07272, -0.35563], [-2.93456, 0.04328, -1.36063], [-3.49166, -1.23342, -2.54653]], "lowdin_charge": [0.58, 0.03, -0.61, -0.14, -0.10, -0.26, -0.10, -0.10, -0.26, -0.10, -0.09, -0.60, 0.03, -0.10, 0.15, 0.16, 0.11, 0.11, 0.11, 0.11, 0.15, 0.15, 0.09, -0.33, -0.03, -0.05, -0.29, -0.07, -0.03, 0.63, -0.30, -0.34, -0.20, -0.51, 0.15, -0.11, -0.06, -0.10, 0.09, 0.09, 0.08, 0.11, 0.10, 0.11, 0.10, 0.10, 0.09, 0.11, 0.55, -0.94, 0.70, -0.01, 0.04]}

=====

No. 3
{"formula": "C33H37AsCl3N4O3STi", "method": "ωB97M-V with the def2-TZVPD basis set", "multiplicity": 2, "homo_energy_ev": [-7.26, -7.63], "s_squared": 0.76, "total_charge": 0, "total_energy_ev": -179283.34312, "gap_ev": [6.62, 6.75], "species": ["Ti", "N", "C", "S", "N", "N", "C", "C", "C", "C", "C", "C", "C", "C", "C", "C", "C", "C", "N", "H", "H", "H", "H", "H", "H", "H", "H", "H", "H", "H", "C", "As", "C", "C", "C", "C", "C", "C", "C", "C", "H", "H", "H", "H", "H", "H", "H", "H", "H", "H", "H", "H", "H", "Cl", "C", "Cl", "H", "H", "C", "C", "C", "C", "Cl", "C", "C", "C", "O", "C", "C", "O", "O", "H", "H", "H", "H", "H", "H", "H", "H", "C", "H", "H", "H"], "xyz": [[-0.18565, -0.10102, -0.26380], [1.77228, -0.18824, 3.58602], [0.89888, -0.35965, 2.56222], [0.17609, 1.06006, 1.87663], [0.70258, -1.61014, 2.19673], [-0.10102, -1.68934, 1.09155], [-0.79163, -2.76241, 0.91290], [-0.72925, -3.96383, 1.77451], [-1.89972, -4.48833, 2.31757], [-1.85839, -5.61418, 3.12769], [-0.64385, -6.22804, 3.39313], [0.52669, -5.70946, 2.85362], [0.48805, -4.57877, 2.05504], [-1.68283, -2.70537, -0.26460], [-2.39975, -3.79911, -0.73242], [-3.20921, -3.63829, -1.84276], [-3.27543, -2.40097, -2.46398], [-2.49551, -1.37437, -1.97071], [-1.70916, -1.52427, -0.90111], [1.75633, 0.68288, 4.08545], [2.02989, -1.01863, 4.09530], [-2.84819, -4.00108, 2.12054], [-2.77440, -6.00638, 3.54989], [-0.60518, -7.10740, 4.02306], [1.47649, -6.18473, 3.06186], [1.40038, -4.16556, 1.64700], [-2.31616, -4.75286, -0.23393], [-3.77655, -4.47751, -2.22363], [-3.90259, -2.22731, -3.32668], [-2.46248, -0.39695, -2.43186], [1.60772, 5.37525, -0.64763], [1.70880, 3.41904, -0.59708], [2.43717, 3.20074, -2.39547], [3.32680, 3.26867, 0.54321], [4.61636, 3.65965, -0.10100], [5.32724, 2.73813, -0.87107], [6.50242, 3.09869, -1.51024], [6.99334, 4.39344, -1.39585], [6.29867, 5.31843, -0.63149], [5.12257, 4.95233, 0.01063], [2.54546, 5.81331, -0.99344], [1.37097, 5.75597, 0.34605], [0.80458, 5.65387, -1.32929], [3.33705, 3.79749, -2.54238], [1.65160, 3.52992, -3.07606], [2.65287, 2.15298, -2.59971], [3.35839, 2.23855, 0.90023], [3.10566, 3.90515, 1.40269], [4.94802, 1.72648, -0.96889], [7.03796, 2.36637, -2.10169], [7.91133, 4.67599, -1.89489], [6.67261, 6.32953, -0.52829], [4.59052, 5.68069, 0.61235], [0.46730, -1.09303, -3.59071], [1.22974, -2.65830, -3.85212], [1.00488, -3.76954, -2.48807], [2.29244, -2.50208, -3.98926], [0.77849, -3.11318, -4.72510], [-3.16123, -0.42563, 2.56747], [-4.12261, -0.22723, 1.43357], [-5.38039, -0.82146, 1.44797], [-6.27581, -0.62454, 0.41047], [-7.83974, -1.39078, 0.48090], [-5.94986, 0.16742, -0.67403], [-4.69526, 0.75798, -0.71005], [-3.79996, 0.56536, 0.33355], [-2.52990, 1.08061, 0.28040], [-2.30382, 2.37741, -0.26614], [-1.40176, 2.31556, -1.49432], [-1.30765, 3.27504, -2.22412], [-0.76378, 1.18115, -1.64859], [-3.62937, -1.00875, 3.36000], [-2.82664, 0.52864, 2.97595], [-2.25333, -0.94064, 2.25115], [-5.66680, -1.44021, 2.28901], [-6.65669, 0.31120, -1.47917], [-4.40754, 1.35525, -1.56622], [-1.79116, 2.97100, 0.49511], [-3.23614, 2.87551, -0.52549], [1.90274, -0.35119, -0.56029], [2.44217, 0.08073, 0.28571], [2.18939, 0.20214, -1.46040], [2.20350, -1.39786, -0.66314]], "lowdin_charge": [0.74, 0.08, -0.83, 0.66, 0.04, -0.10, -0.19, -0.18, -0.04, -0.08, -0.08, -0.07, -0.03, -0.21, 0.00, -0.03, -0.03, -0.13, 0.03, 0.08, 0.10, 0.12, 0.10, 0.10, 0.10, 0.11, 0.12, 0.12, 0.11, 0.11, -0.32, 1.15, -0.30, -0.34, -0.32, -0.07, -0.09, -0.10, -0.09, -0.06, 0.02, 0.02, 0.02, 0.02, 0.02, 0.01, 0.05, 0.07, 0.11, 0.10, 0.10, 0.10, 0.11, 0.61, -0.97, 0.54, 0.03, 0.02, -0.02, -0.18, -0.06, -0.67, 0.65, -0.10, -0.01, -0.24, -0.14, -0.09, -0.64, 0.06, -0.22, 0.08, 0.08, 0.05, 0.11, 0.11, 0.13, 0.13, 0.13, -0.25, -0.03, -0.03, -0.02]}

=====

No. 4
{"formula": "C34H38N4O4", "method": "ωB97M-V with the def2-TZVPD basis set", "homo_energy_ev": -8.22, "total_charge": 0, "total_energy_ev": -50026.75438, "gap_ev": 8.91, "species": ["C", "C", "C", "C", "C", "C", "O", "N", "C", "C", "C", "C", "C", "C", "C", "C", "C", "N", "C", "O", "C", "C", "C", "C", "C", "C", "C", "C", "C", "C", "C", "C", "C", "C", "C", "N", "O", "C", "C", "C", "N", "O", "H", "H", "H", "H", "H", "H", "H", "H", "H", "H", "H", "H", "H", "H", "H", "H", "H", "H", "H", "H", "H", "H", "H", "H", "H", "H", "H", "H", "H", "H", "H", "H", "H", "H", "H", "H", "H", "H"], "xyz": [[5.21237, -6.30264, 0.29718], [5.41194, -6.42948, 1.80356], [6.40929, -5.41932, 2.37428], [6.05948, -3.94620, 2.15557], [4.87484, -3.43446, 2.98992], [3.52346, -3.95622, 2.55747], [2.93892, -4.82901, 3.19332], [2.96734, -3.41566, 1.45798], [3.48024, -2.30328, 0.68664], [2.50034, -2.12181, -0.48533], [1.54215, -0.92907, -0.35650], [1.85883, -0.17738, -1.62559], [1.20089, 1.04227, -2.05157], [1.45883, 1.56606, -3.31968], [0.82051, 2.72004, -3.72872], [-0.06571, 3.36645, -2.88628], [-0.31828, 2.85913, -1.61276], [-1.22323, 3.55440, -0.80690], [-1.71561, 3.21615, 0.42061], [-1.28930, 2.31758, 1.10973], [-2.89817, 4.07715, 0.83256], [-4.18262, 3.46175, 0.23874], [-5.45542, 4.16559, 0.65345], [-6.66296, 3.57386, 0.29286], [-7.86841, 4.16848, 0.61085], [-7.88832, 5.37105, 1.29827], [-6.69499, 5.96717, 1.66114], [-5.48611, 5.37060, 1.33979], [-4.08103, 3.43989, -1.27077], [-4.27047, 4.60688, -2.00257], [-4.10679, 4.60854, -3.37658], [-3.74644, 3.44458, -4.03495], [-3.56436, 2.27635, -3.31485], [-3.73507, 2.27378, -1.94173], [0.31068, 1.69167, -1.19963], [2.79136, -0.72662, -2.30149], [3.24578, -1.85573, -1.69454], [1.81711, -3.49269, -0.58722], [1.76509, -3.98417, 0.85178], [0.46237, -3.52983, 1.55403], [0.38885, -3.92903, 2.82753], [-0.40472, -2.90539, 0.98014], [4.60469, -7.12684, -0.06974], [4.70602, -5.37551, 0.03956], [6.16989, -6.32763, -0.22001], [5.79278, -7.43008, 2.02271], [4.45410, -6.33169, 2.31150], [7.38431, -5.59936, 1.91228], [6.51448, -5.60269, 3.44605], [5.88601, -3.77342, 1.09419], [6.93136, -3.35133, 2.44043], [5.01652, -3.74686, 4.02655], [4.86197, -2.34329, 2.95663], [3.55091, -1.39994, 1.30045], [4.46982, -2.51936, 0.27240], [0.49949, -1.24271, -0.30901], [1.75219, -0.31726, 0.52246], [2.15349, 1.05039, -3.96209], [1.01008, 3.12264, -4.71245], [-0.57140, 4.26455, -3.21284], [-1.67066, 4.33155, -1.27431], [-2.76673, 5.10093, 0.47929], [-2.96541, 4.06836, 1.92094], [-4.23928, 2.42641, 0.59560], [-6.64984, 2.63707, -0.24622], [-8.79474, 3.69360, 0.32283], [-8.82860, 5.83884, 1.54938], [-6.69997, 6.90476, 2.19801], [-4.57080, 5.85879, 1.63733], [-4.55359, 5.51655, -1.49120], [-4.25867, 5.52152, -3.93398], [-3.61121, 3.44768, -5.10617], [-3.28455, 1.36538, -3.82221], [-3.58368, 1.36101, -1.38340], [0.09861, 1.30056, -0.21946], [0.82098, -3.42222, -1.01921], [2.43521, -4.14440, -1.20575], [1.81406, -5.07599, 0.93502], [-0.42047, -3.68369, 3.37390], [1.15998, -4.44774, 3.24076]], "lowdin_charge": [-0.10, -0.25, -0.21, -0.19, -0.09, -0.44, 0.02, 0.02, -0.04, -0.37, -0.01, -0.22, -0.16, -0.03, -0.07, -0.03, -0.21, 0.14, -0.46, 0.08, -0.06, -0.22, -0.20, -0.03, -0.08, -0.09, -0.08, -0.04, -0.22, -0.04, -0.08, -0.09, -0.07, -0.03, 0.05, 0.13, -0.06, -0.02, -0.16, -0.48, 0.19, 0.05, 0.07, 0.05, 0.08, 0.11, 0.09, 0.11, 0.11, 0.09, 0.11, 0.13, 0.11, 0.14, 0.13, 0.12, 0.13, 0.11, 0.10, 0.11, 0.13, 0.12, 0.13, 0.16, 0.12, 0.10, 0.10, 0.10, 0.10, 0.12, 0.10, 0.10, 0.11, 0.12, 0.10, 0.13, 0.13, 0.16, 0.12, 0.07]}